{
  "formula": "CH12O4S",
  "method": "the ωB97M-V functional and the def2-TZVPD basis",
  "species": ["C", "S", "H", "H", "H", "H", "H", "H", "O", "H", "H", "O", "H", "H", "O", "H", "H", "O"],
  "positions_angstrom": [[0.528, -0.640, 2.280], [-0.217, -1.932, 1.231], [0.264, -0.512, 3.326], [1.600, -0.833, 2.240], [0.330, 0.324, 1.791], [-1.160, -1.228, 0.648], [0.879, 2.797, -0.777], [-0.025, 1.607, -0.226], [0.940, 1.883, -0.491], [-0.129, -0.753, -2.036], [-1.453, -1.594, -2.175], [-1.051, -0.916, -1.637], [1.436, -0.842, -0.946], [1.259, 0.540, -1.432], [1.415, -0.360, -1.783], [-2.041, 1.570, 0.245], [-1.252, -0.052, -0.596], [-1.322, 0.939, 0.339]],
  "largest_force_ha_per_bohr": 0.069,
  "lumo_energy_ev": 0.32,
  "gap_ev": 9.206,
  "multiplicity": 1,
  "total_charge": 0
}

***

{
  "formula": "C5H7N",
  "method": "the ωB97M-V functional and the def2-TZVPD basis",
  "species": ["C", "C", "C", "C", "C", "N", "H", "H", "H", "H", "H", "H", "H"],
  "positions_angstrom": [[0.746, -0.874, -0.859], [-0.249, -0.328, 1.330], [0.042, 1.039, 0.933], [0.305, 0.600, -0.569], [-1.552, -0.759, 0.998], [-2.601, -1.225, 0.788], [1.744, -1.072, -0.458], [0.106, -1.700, -0.524], [0.773, -0.941, -1.946], [0.939, 1.459, 1.395], [-0.789, 1.753, 0.984], [1.135, 1.205, -0.938], [-0.600, 0.844, -1.135]],
  "largest_force_ha_per_bohr": 0.018,
  "lumo_energy_ev": -1.20,
  "gap_ev": 7.938,
  "multiplicity": 1,
  "total_charge": 0
}